Formula: C9H25B4N2O4
Source: the OMol25 dataset
Level of theory: wB97M-V/def2-TZVPD

Positions of all 44 atoms, in Å:
N  1.95119  3.38539  -5.89426
B  1.40699  2.98825  -4.61285
O  0.05306  3.12487  -4.39183
B  2.36977  2.50347  -3.23592
O  1.83463  1.77768  -2.14630
B  1.98601  2.53556  -0.98886
O  3.24357  3.03658  -0.72809
B  3.93380  3.53587  -1.82691
O  3.66889  2.95169  -3.04951
H  2.20879  4.36190  -6.00196
H  2.82054  2.88517  -6.06321
H  -0.43703  2.33699  -4.16068
H  1.04813  2.80753  -0.30454
H  4.62729  4.49099  -1.72831
C  0.32491  -1.11483  -1.20877
C  -0.46178  -0.14671  -0.32899
C  0.02669  -0.07155  1.11944
C  0.23584  -1.36194  1.89672
N  -0.96911  -2.13372  2.41393
C  -1.72515  -1.36763  3.47822
C  -2.80759  -0.59119  2.74838
C  -3.17176  -1.46745  1.53721
C  -2.01143  -2.45274  1.35637
C  -0.42993  -3.40222  2.99047
H  0.29335  -2.14453  -0.84308
H  -0.07991  -1.12439  -2.21981
H  1.37171  -0.81624  -1.27854
H  -1.52841  -0.37308  -0.38115
H  -0.36011  0.85582  -0.74700
H  -0.58392  0.62549  1.69420
H  1.02349  0.38123  1.11054
H  0.81189  -1.13966  2.79501
H  0.81021  -2.07762  1.30962
H  -2.15988  -2.11212  4.14370
H  -1.02148  -0.75776  4.04079
H  -2.44536  0.38212  2.42850
H  -3.65829  -0.41407  3.40265
H  -3.33415  -0.86322  0.64858
H  -4.08994  -2.02348  1.71580
H  -1.53378  -2.42721  0.38169
H  -2.33575  -3.47309  1.54661
H  0.28435  -3.16120  3.77451
H  0.06207  -3.96897  2.20389
H  -1.25240  -3.98001  3.40371

Results
Spin multiplicity ... 1
Orbital gap ... 8.94 eV
HOMO energy ... -11.391 eV
Charge ... +1

natural (NBO) atomic charge list, values in e, 8 entries: -1.105, 0.791, -0.906, 0.851, -0.914, 0.984, -0.897, 0.996